A:
Computed, not measured: 2 unconnected molecules or ions with the total composition C5H13NO3, with ωB97M-V with the def2-TZVPD basis set.

Properties
SMILES string: CN[C@H](C=O)[C@H](C)O.O
2S+1: 1
Total charge: 0
Orbital gap: 9.85 eV

Last columns: bonded neighbours and bond lengths (Å).
Element x y z (Å)
1 C 0.709 2.303 -0.725  N2 1.491, H9 1.063, H10 1.104, H11 1.242
2 N -0.398 1.354 -0.414  C1 1.491, C3 1.500, H12 1.025
3 C -0.025 0.344 0.630  N2 1.500, C4 1.551, C7 1.527, H13 1.221
4 C -1.318 -0.468 0.901  C3 1.551, C5 1.548, O6 1.353, H14 1.127
5 C -2.255 0.489 1.677  C4 1.548, H15 1.041, H16 1.155, H17 1.156
6 O -0.968 -1.366 1.850  C4 1.353, H18 0.914
7 C 1.174 -0.588 0.470  C3 1.527, O8 1.226, H19 1.050
8 O 1.956 -0.216 -0.399  C7 1.226
9 H 0.640 3.313 -0.400  C1 1.063
10 H 0.920 2.178 -1.801  C1 1.104
11 H 1.914 2.169 -0.457  C1 1.242
12 H -0.363 0.869 -1.317  N2 1.025
13 H 0.194 0.906 1.692  C3 1.221
14 H -1.680 -0.957 -0.048  C4 1.127
15 H -1.761 0.918 2.487  C5 1.041
16 H -2.789 1.170 0.912  C5 1.155
17 H -3.163 -0.166 1.965  C5 1.156
18 H -1.610 -2.007 1.959  O6 0.914
19 H 1.182 -1.546 0.898  C7 1.050
20 H 1.319 -0.740 -3.178  O22 0.957
21 H 1.826 -2.141 -3.007  O22 0.936
22 O 1.066 -1.659 -3.266  H20 0.957, H21 0.936

These are the Löwdin partial charges, in e, on atoms 1 to 5: C -0.153; N -0.028; C -0.278; C -0.449; C -0.051

=====

B:
Computed, not measured: a single C5H13NO3 molecule, with ωB97M-V with the def2-TZVPD basis set.

Properties
SMILES string: C[C@](N)(CCO)C(O)O
2S+1: 1
Total charge: 0
Orbital gap: 9.04 eV

Last columns: bonded neighbours and bond lengths (Å).
Element x y z (Å)
1 C -0.075 -0.171 -0.067  C2 1.810, C3 1.481, C5 1.515, N6 1.425
2 C -1.460 0.736 -0.798  C1 1.810, O7 1.406, O8 1.397, H13 1.111
3 C 0.551 1.005 0.581  C1 1.481, C4 1.685, H16 1.088, H17 1.085
4 C 1.960 0.442 1.314  C3 1.685, O9 1.396, H18 1.092, H19 1.097
5 C -0.548 -1.276 0.855  C1 1.515, H20 1.090, H21 1.086, H22 1.088
6 N 0.715 -0.702 -1.127  C1 1.425, H14 1.013, H15 1.018
7 O -1.837 0.095 -1.991  C2 1.406, H10 0.961
8 O -2.511 0.666 0.120  C2 1.397, H11 0.967
9 O 2.940 0.106 0.379  C4 1.396, H12 0.972
10 H -1.594 -0.643 -2.557  O7 0.961
11 H -3.352 0.685 -0.359  O8 0.967
12 H 2.530 -0.510 -0.250  O9 0.972
13 H -1.318 1.802 -1.080  C2 1.111
14 H 0.384 -1.600 -1.458  N6 1.013
15 H 0.754 -0.053 -1.911  N6 1.018
16 H 0.882 1.745 -0.144  C3 1.088
17 H -0.080 1.417 1.362  C3 1.085
18 H 2.338 1.290 1.889  C4 1.092
19 H 1.749 -0.382 2.007  C4 1.097
20 H -1.399 -1.772 0.389  C5 1.090
21 H -0.864 -0.873 1.812  C5 1.086
22 H 0.236 -2.009 1.034  C5 1.088

These are the Löwdin partial charges, in e, on atoms 1 to 5: C -0.506; C -0.345; C -0.109; C -0.229; C -0.028

=====

B takes first place; second place is 32.0 kcal/mol up.

=====

A:
Computed, not measured: a single C18H27N3O4S molecule, with ωB97M-V with the def2-TZVPD basis set.

Properties
SMILES string: COc1ccc(S(=O)(=O)N2CCN(CC(=O)NC3CCCC3)CC2)cc1
2S+1: 1
Total charge: 0
Orbital gap: 9.55 eV

Last columns: bonded neighbours and bond lengths (Å).
Element x y z (Å)
1 C -4.891 -3.580 -1.252  H2 1.089, O3 1.410, H52 1.094, H53 1.094
2 H -5.057 -4.643 -1.085  C1 1.089
3 O -4.285 -3.100 -0.074  C1 1.410, C4 1.353
4 C -3.987 -1.784 0.022  O3 1.353, C5 1.394, C9 1.400
5 C -4.195 -0.844 -0.987  C4 1.394, C6 1.385, H51 1.078
6 C -3.849 0.480 -0.774  C5 1.385, C7 1.379, H50 1.078
7 C -3.307 0.868 0.434  C6 1.379, C8 1.385, S12 1.789
8 C -3.097 -0.054 1.445  C7 1.385, C9 1.378, H11 1.078
9 C -3.434 -1.374 1.242  C4 1.400, C8 1.378, H10 1.078
10 H -3.290 -2.116 2.011  C9 1.078
11 H -2.694 0.285 2.386  C8 1.078
12 S -2.806 2.569 0.667  C7 1.789, O13 1.432, O14 1.432, N15 1.668
13 O -2.852 2.888 2.062  S12 1.432
14 O -3.514 3.393 -0.267  S12 1.432
15 N -1.200 2.601 0.217  S12 1.668, C16 1.441, C41 1.441
16 C -0.273 1.924 1.088  N15 1.441, C17 1.526, H48 1.090, H49 1.103
17 C 1.138 2.405 0.761  C16 1.526, N18 1.457, H46 1.092, H47 1.102
18 N 1.432 2.115 -0.636  C17 1.457, C19 1.453, C40 1.454
19 C 2.819 2.410 -0.954  N18 1.453, C20 1.530, H38 1.094, H39 1.101
20 C 3.762 1.385 -0.321  C19 1.530, O21 1.212, N22 1.345
21 O 4.889 1.659 0.033  C20 1.212
22 N 3.215 0.159 -0.243  C20 1.345, H23 1.010, C24 1.444
23 H 2.249 0.072 -0.523  N22 1.010
24 C 3.863 -0.976 0.371  N22 1.444, C25 1.539, C34 1.546, H37 1.093
25 C 3.834 -2.202 -0.560  C24 1.539, H26 1.089, H27 1.090, C28 1.526
26 H 3.726 -1.905 -1.602  C25 1.089
27 H 4.764 -2.761 -0.457  C25 1.090
28 C 2.668 -3.046 -0.053  C25 1.526, H29 1.089, H30 1.092, C31 1.526
29 H 2.730 -4.083 -0.378  C28 1.089
30 H 1.720 -2.632 -0.402  C28 1.092
31 C 2.780 -2.895 1.461  C28 1.526, H32 1.091, H33 1.089, C34 1.531
32 H 3.592 -3.522 1.830  C31 1.091
33 H 1.866 -3.178 1.982  C31 1.089
34 C 3.126 -1.417 1.657  C24 1.546, C31 1.531, H35 1.092, H36 1.088
35 H 2.213 -0.827 1.765  C34 1.092
36 H 3.733 -1.254 2.545  C34 1.088
37 H 4.885 -0.651 0.578  C24 1.093
38 H 2.952 2.347 -2.038  C19 1.094
39 H 3.132 3.415 -0.633  C19 1.101
40 C 0.495 2.826 -1.491  N18 1.454, C41 1.527, H44 1.092, H45 1.102
41 C -0.925 2.361 -1.177  N15 1.441, C40 1.527, H42 1.090, H43 1.103
42 H -1.656 2.929 -1.754  C41 1.090
43 H -1.020 1.290 -1.418  C41 1.103
44 H 0.730 2.600 -2.534  C40 1.092
45 H 0.556 3.916 -1.340  C40 1.102
46 H 1.865 1.887 1.390  C17 1.092
47 H 1.204 3.485 0.965  C17 1.102
48 H -0.545 2.178 2.112  C16 1.090
49 H -0.331 0.832 0.951  C16 1.103
50 H -4.015 1.228 -1.533  C6 1.078
51 H -4.627 -1.129 -1.933  C5 1.078
52 H -5.852 -3.089 -1.437  C1 1.094
53 H -4.240 -3.448 -2.122  C1 1.094

These are the Löwdin partial charges, in e, on atoms 1 to 5: C -0.080; H 0.095; O -0.074; C -0.268; C -0.002

=====

B:
Computed, not measured: a single C18H27N3O4S molecule, with ωB97M-V with the def2-TZVPD basis set.

Properties
SMILES string: C[C@H](NC(=O)[C@@H]1CCCN(S(=O)(=O)N2CCOCC2)C1)c1ccccc1
2S+1: 1
Total charge: 0
Orbital gap: 9.63 eV

Last columns: bonded neighbours and bond lengths (Å).
Element x y z (Å)
1 C 3.801 0.713 -2.411  H2 1.087, H3 1.088, H4 1.086, C5 1.529
2 H 3.222 1.207 -3.188  C1 1.087
3 H 4.463 1.444 -1.952  C1 1.088
4 H 4.394 -0.071 -2.873  C1 1.086
5 C 2.841 0.123 -1.379  C1 1.529, N6 1.457, C42 1.512, H53 1.098
6 N 1.972 1.176 -0.871  C5 1.457, C7 1.343, H41 1.006
7 C 0.711 1.341 -1.303  N6 1.343, O8 1.217, C9 1.535
8 O 0.242 0.693 -2.220  C7 1.217
9 C -0.065 2.498 -0.657  C7 1.535, C10 1.536, C31 1.542, H40 1.097
10 C 0.280 2.742 0.820  C9 1.536, C11 1.528, H38 1.093, H39 1.092
11 C -0.872 3.471 1.508  C10 1.528, C12 1.534, H36 1.090, H37 1.092
12 C -2.111 2.567 1.535  C11 1.534, N13 1.453, H34 1.096, H35 1.090
13 N -2.170 1.686 0.382  C12 1.453, S14 1.665, C31 1.442
14 S -1.799 0.083 0.642  N13 1.665, O15 1.434, O16 1.436, N17 1.660
15 O -2.409 -0.272 1.890  S14 1.434
16 O -0.398 -0.203 0.510  S14 1.436
17 N -2.612 -0.560 -0.654  S14 1.660, C18 1.450, C25 1.452
18 C -3.974 -0.963 -0.360  N17 1.450, H19 1.089, C20 1.533, H30 1.094
19 H -4.387 -0.238 0.340  C18 1.089
20 C -4.000 -2.369 0.248  C18 1.533, H21 1.091, O22 1.412, H29 1.099
21 H -5.024 -2.737 0.336  C20 1.091
22 O -3.322 -3.297 -0.572  C20 1.412, C23 1.413
23 C -1.978 -2.915 -0.786  O22 1.413, H24 1.091, C25 1.528, H28 1.101
24 H -1.541 -3.689 -1.419  C23 1.091
25 C -1.905 -1.544 -1.455  N17 1.452, C23 1.528, H26 1.088, H27 1.094
26 H -0.878 -1.204 -1.566  C25 1.088
27 H -2.385 -1.575 -2.438  C25 1.094
28 H -1.441 -2.870 0.174  C23 1.101
29 H -3.532 -2.328 1.241  C20 1.099
30 H -4.538 -0.942 -1.297  C18 1.094
31 C -1.577 2.239 -0.811  C9 1.542, N13 1.442, H32 1.093, H33 1.092
32 H -2.113 3.162 -1.046  C31 1.093
33 H -1.734 1.521 -1.618  C31 1.092
34 H -3.027 3.170 1.553  C12 1.096
35 H -2.109 1.922 2.414  C12 1.090
36 H -0.595 3.741 2.528  C11 1.090
37 H -1.091 4.393 0.964  C11 1.092
38 H 1.191 3.339 0.908  C10 1.093
39 H 0.435 1.783 1.320  C10 1.092
40 H 0.190 3.389 -1.244  C9 1.097
41 H 2.309 1.695 -0.079  N6 1.006
42 C 3.504 -0.574 -0.212  C5 1.512, C43 1.388, C47 1.393
43 C 4.876 -0.759 -0.114  C42 1.388, C44 1.386, H52 1.079
44 C 5.422 -1.400 0.986  C43 1.386, C45 1.383, H51 1.081
45 C 4.606 -1.861 2.003  C44 1.383, C46 1.385, H50 1.080
46 C 3.235 -1.681 1.914  C45 1.385, C47 1.382, H49 1.080
47 C 2.688 -1.044 0.815  C42 1.393, C46 1.382, H48 1.080
48 H 1.619 -0.905 0.746  C47 1.080
49 H 2.589 -2.039 2.701  C46 1.080
50 H 5.035 -2.359 2.860  C45 1.080
51 H 6.492 -1.537 1.047  C44 1.081
52 H 5.535 -0.410 -0.893  C43 1.079
53 H 2.176 -0.587 -1.888  C5 1.098

These are the Löwdin partial charges, in e, on atoms 1 to 5: C -0.044; H 0.081; H 0.082; H 0.080; C -0.301

=====

B takes first place; second place is 3.9 kcal/mol up.

=====

A:
Computed, not measured: 2 unconnected molecules or ions with the total composition C4H9OS2, with ωB97M-V with the def2-TZVPD basis set.

Properties
2S+1: 1
Total charge: -1
Orbital gap (spin up / spin down): 6.36 / 6.36 eV

Last columns: bonded neighbours and bond lengths (Å).
Element x y z (Å)
1 C 0.525 0.594 -1.295  C4 1.518, H8 1.092, H9 1.099, H10 1.163
2 C 0.052 -1.595 -0.283  C4 1.529, H11 1.130, H12 1.082, H13 1.129
3 C -1.240 0.383 0.470  C4 1.542, H14 1.115, H15 1.029, H16 1.114
4 C 0.149 -0.096 0.004  C1 1.518, C2 1.529, C3 1.542, S7 1.834
5 O 0.387 -0.381 2.508  S7 1.484
6 S 1.663 2.984 1.715  no bonds
7 S 1.313 0.011 1.417  C4 1.834, O5 1.484
8 H -0.253 0.367 -2.026  C1 1.092
9 H 0.530 1.692 -1.315  C1 1.099
10 H 1.465 0.285 -1.905  C1 1.163
11 H -0.841 -1.785 -0.949  C2 1.130
12 H -0.219 -1.944 0.704  C2 1.082
13 H 0.953 -2.004 -0.825  C2 1.129
14 H -1.155 0.220 1.570  C3 1.115
15 H -1.335 1.404 0.377  C3 1.029
16 H -1.994 -0.135 -0.167  C3 1.114

These are the Löwdin partial charges, in e, on atoms 1 to 5: C -0.133; C -0.147; C -0.093; C -0.825; O -0.632

=====

B:
Computed, not measured: a gas-phase ion, C4H9OS2 (charge -1), with ωB97M-V with the def2-TZVPD basis set.

Properties
SMILES string: CSSCCC[O-]
2S+1: 1
Total charge: -1
Orbital gap: 5.12 eV

Last columns: bonded neighbours and bond lengths (Å).
Element x y z (Å)
1 C 0.113 -0.013 2.090  C2 1.544, C4 1.534, H8 1.104, H9 1.121
2 C 0.269 -1.520 2.391  C1 1.544, O3 1.327, H10 1.161, H11 1.139
3 O 0.441 -1.779 3.681  C2 1.327
4 C -0.478 0.456 0.754  C1 1.534, S5 1.808, H12 1.104, H13 1.084
5 S 0.632 -0.002 -0.598  C4 1.808, S6 2.012
6 S 0.057 1.207 -2.100  S5 2.012, C7 1.838
7 C -1.323 0.446 -3.045  S6 1.838, H14 1.087, H15 1.074, H16 1.087
8 H -0.457 0.324 2.973  C1 1.104
9 H 1.072 0.554 2.210  C1 1.121
10 H 1.112 -1.858 1.668  C2 1.161
11 H -0.662 -2.102 2.089  C2 1.139
12 H -1.432 -0.088 0.644  C4 1.104
13 H -0.769 1.499 0.776  C4 1.084
14 H -1.197 -0.615 -3.246  C7 1.087
15 H -1.392 0.892 -4.019  C7 1.074
16 H -2.269 0.610 -2.536  C7 1.087

These are the Löwdin partial charges, in e, on atoms 1 to 5: C -0.319; C -0.611; O -0.364; C -0.585; S 0.457

=====

B takes first place; second place is 23.0 kcal/mol up.

=====

A:
Computed, not measured: 2 unconnected molecules or ions with the total composition CH6S, with ωB97M-V with the def2-TZVPD basis set.

Properties
SMILES string: C.S
2S+1: 1
Total charge: 0
Orbital gap: 10.67 eV

Last columns: bonded neighbours and bond lengths (Å).
Element x y z (Å)
1 S 1.439 0.270 -0.682  H2 1.389, H3 1.331
2 H 1.098 0.013 0.640  S1 1.389
3 H 1.496 1.594 -0.563  S1 1.331
4 C -2.534 -0.609 1.080  H5 1.078, H6 1.105, H7 1.157, H8 1.079
5 H -2.207 0.209 0.458  C4 1.078
6 H -2.177 -0.482 2.118  C4 1.105
7 H -3.671 -0.468 1.244  C4 1.157
8 H -2.366 -1.527 0.539  C4 1.079

These are the Löwdin partial charges, in e, on atoms 1 to 5: S 0.436; H -0.192; H -0.242; C -0.066; H -0.006

=====

B:
Computed, not measured: 2 unconnected molecules or ions with the total composition CH6S, with ωB97M-V with the def2-TZVPD basis set.

Properties
SMILES string: C.S
2S+1: 1
Total charge: 0
Orbital gap: 10.79 eV

Last columns: bonded neighbours and bond lengths (Å).
Element x y z (Å)
1 S -4.175 -3.082 1.313  H2 1.333, H3 1.336
2 H -3.535 -2.095 0.686  S1 1.333
3 H -5.263 -3.153 0.540  S1 1.336
4 C 2.582 1.671 -0.519  H5 1.089, H6 1.084, H7 1.086, H8 1.092
5 H 2.477 0.912 0.255  C4 1.089
6 H 1.630 1.886 -0.991  C4 1.084
7 H 3.283 1.319 -1.270  C4 1.086
8 H 3.000 2.543 -0.013  C4 1.092

These are the Löwdin partial charges, in e, on atoms 1 to 5: S 0.463; H -0.233; H -0.230; C -0.052; H 0.013

=====

B takes first place; second place is 3.7 kcal/mol up.